{
  "formula": "C3H3NO2",
  "method": "ωB97M-V with the def2-TZVPD basis set",
  "total_charge": 0,
  "e_lumo_ha": [-0.0587, -0.0259],
  "fmax_ev_per_a": 3.73,
  "de_lowest_kcal_mol": 125.5,
  "gap_ev": [7.39, 8.30],
  "elements": ["O", "C", "C", "O", "C", "N", "H", "H", "H"],
  "coordinates": [[-0.1829, 1.5518, -0.5459], [0.0460, 0.3310, 0.0142], [-1.0825, -0.5748, 0.0951], [-2.1686, -0.2212, -0.3456], [1.3442, -0.2042, 0.0087], [2.4064, -0.7730, -0.1492], [-1.1264, 1.5099, -0.8102], [1.6789, -0.0360, 1.2235], [-0.9151, -1.5835, 0.5093]],
  "forces_ev_per_a": [[0.2, -0.7, 0.3], [-1.2, 0.2, -1.8], [-0.1, 0.1, 0.1], [0.2, 0.1, 0.2], [1.7, 0.3, 3.3], [0.0, -0.2, -1.1], [0.0, 0.1, 0.3], [-0.8, 0.1, -1.2], [0.0, 0.2, 0.0]]
}

=====

{
  "formula": "C6H9NO2",
  "method": "ωB97M-V with the def2-TZVPD basis set",
  "total_charge": 0,
  "e_lumo_ha": -0.0317,
  "fmax_ev_per_a": 4.92,
  "de_lowest_kcal_mol": 263.2,
  "gap_ev": 7.67,
  "elements": ["C", "C", "C", "C", "C", "C", "H", "H", "H", "H", "H", "H", "H", "H", "H", "N", "O", "O"],
  "coordinates": [[1.3337, -1.0809, 0.9760], [0.6169, 0.1730, 1.4683], [-0.2273, 0.6627, 0.5184], [-2.1703, 1.5093, 0.0856], [-0.7369, 0.1720, -0.7989], [-0.1635, -0.7167, -1.6299], [1.8120, 0.8775, 0.0838], [2.1630, -1.5965, -1.2035], [1.5248, -1.7212, 1.8349], [0.7897, -1.8316, 0.2238], [0.9857, 0.5446, 2.4171], [-2.9761, 0.6969, 0.2049], [-2.9389, 2.3958, -0.0342], [0.5584, -1.4878, -1.3202], [-0.4344, -1.0185, -2.7287], [2.4481, -0.5295, 0.2413], [-1.0448, 1.8148, 0.9452], [-1.5400, 1.1361, -1.2837]],
  "forces_ev_per_a": [[-1.7, -0.7, -1.0], [-0.9, -1.9, -2.4], [-0.9, 0.7, 3.9], [-2.6, 2.5, -2.3], [2.8, 0.0, -1.3], [-0.6, -2.1, -1.6], [2.1, -4.4, -0.3], [1.5, 2.8, 2.7], [0.9, 0.0, 0.2], [0.1, 2.1, 2.5], [-0.7, 0.5, -0.2], [2.1, 0.2, 1.1], [2.4, -1.0, 0.0], [-0.3, 1.0, 0.1], [-0.1, 1.5, 2.2], [-0.5, 0.9, -3.4], [-1.3, -3.0, -3.0], [-2.2, 1.1, 2.9]]
}